{
  "formula": "C24H19AsCrO4",
  "method": "ωB97M-V with the def2-TZVPD basis set",
  "charge": 2,
  "spin_multiplicity": 5,
  "homo_ev": [-15.00, -15.00],
  "relative_energy_ev": 0.7928,
  "homo_lumo_gap_ev": [6.499, 4.933],
  "energy_ha": -4506.3665,
  "lumo_ev": [-8.503, -10.065],
  "symbols": ["Cr", "C", "O", "C", "O", "C", "O", "C", "O", "C", "H", "H", "C", "H", "H", "C", "C", "C", "C", "C", "C", "As", "C", "C", "C", "C", "C", "C", "C", "C", "C", "C", "C", "C", "H", "H", "H", "H", "H", "H", "H", "H", "H", "H", "H", "H", "H", "H", "H"],
  "coordinates": [[-0.797, -0.551, 0.141], [-2.280, -1.153, 0.986], [-3.265, -1.390, 1.579], [-1.329, -0.156, -1.629], [-1.819, -0.104, -2.698], [0.540, -1.798, -0.734], [1.204, -2.602, -1.290], [-0.660, 1.284, 0.641], [-0.844, 2.381, 1.035], [2.751, 1.075, -0.325], [2.490, 1.638, 0.585], [3.146, 0.098, -0.050], [2.044, 1.235, -1.428], [1.819, 0.376, -2.039], [1.177, 1.881, -1.415], [-1.526, -5.513, 3.095], [-1.510, -5.040, 1.781], [-0.883, -3.838, 1.470], [-0.312, -3.082, 2.499], [-0.276, -3.559, 3.812], [-0.879, -4.790, 4.110], [0.645, -1.405, 1.998], [0.147, -0.207, 3.494], [0.889, 0.969, 3.640], [0.432, 1.940, 4.532], [-0.771, 1.737, 5.235], [-1.528, 0.568, 5.013], [-1.061, -0.409, 4.135], [2.411, -2.125, 2.736], [2.895, -1.780, 4.013], [3.909, -2.565, 4.599], [4.462, -3.625, 3.903], [4.023, -3.942, 2.625], [3.010, -3.182, 2.017], [-2.017, -6.455, 3.332], [-1.990, -5.610, 0.987], [-0.828, -3.487, 0.437], [0.218, -2.980, 4.603], [-0.836, -5.171, 5.131], [1.795, 1.135, 3.071], [1.011, 2.861, 4.692], [-1.124, 2.506, 5.949], [-2.475, 0.438, 5.530], [-1.649, -1.296, 3.948], [2.452, -0.916, 4.534], [4.221, -2.312, 5.605], [5.232, -4.212, 4.353], [4.431, -4.778, 2.066], [2.637, -3.397, 0.995]],
  "atomic_forces_ev_per_a": [[5.4, -1.0, -0.8], [-9.1, -2.7, 5.3], [4.8, 1.1, -3.0], [-4.2, 0.5, -8.5], [3.0, -0.1, 5.9], [3.7, -4.7, -3.7], [-3.4, 4.5, 3.1], [-1.1, 8.7, 3.3], [1.2, -6.0, -2.3], [-1.3, -1.0, 2.0], [0.8, 0.6, -0.7], [1.0, 0.3, -0.6], [-2.2, -1.1, 0.7], [1.0, 0.0, -1.0], [0.6, 1.2, -0.5], [0.3, 0.3, 0.1], [-0.2, -0.3, -0.1], [0.0, 0.2, 0.5], [0.2, 0.3, -0.7], [-0.1, -0.1, 0.1], [0.0, 0.4, -0.4], [0.7, -1.6, 3.9], [0.2, 0.2, -1.6], [-0.5, 0.3, 0.4], [-0.1, 0.1, 0.3], [-0.1, -0.1, -0.1], [0.5, 0.6, 0.3], [-0.5, 0.5, 0.3], [0.9, -0.3, -0.7], [-0.7, 0.3, -0.4], [-0.8, 0.7, -0.4], [-0.4, 0.1, -0.2], [-0.7, 0.5, -0.8], [-0.5, 0.4, 0.0], [0.1, 0.2, -0.1], [0.1, 0.1, 0.2], [-0.2, -0.3, 0.2], [-0.2, -0.3, -0.4], [-0.1, 0.1, -0.3], [0.1, 0.0, 0.0], [-0.3, -0.5, -0.1], [0.2, -0.6, -0.6], [0.2, 0.0, -0.1], [0.0, 0.0, 0.1], [0.4, -0.6, -0.1], [0.1, -0.1, -0.1], [0.4, -0.3, 0.2], [0.1, 0.1, 0.2], [0.5, -0.2, 0.8]],
  "nbo_charge": [0.307, 0.483, -0.285, 0.564, -0.267, 0.531, -0.349, 0.519, -0.302, -0.337, 0.191, 0.198, -0.365, 0.182, 0.182, -0.163, -0.192, -0.279, -0.213, -0.263, -0.156, 0.968, -0.341, -0.193, -0.203, -0.157, -0.171, -0.255, -0.224, -0.246, -0.187, -0.111, -0.199, -0.225, 0.251, 0.244, 0.186, 0.243, 0.248, 0.220, 0.250, 0.254, 0.247, 0.235, 0.240, 0.246, 0.235, 0.246, 0.213]
}